Record 1
The following is a quantum chemistry calculation of a single C18H23N3O4S molecule, from the Open Molecules 2025 dataset.

Summary:
- largest force on an atom (eV Å⁻¹) = 0.9
- orbital gap (eV) = 9.302
- SMILES = COc1ccccc1CNC(=O)c1cc(S(=O)(=O)N2CCCCC2)c[nH]1

Each line ends with the Löwdin charge.
CARTESIAN COORDINATES (ANGSTROEM)
S (-1.09, 0.15, 3.17)  0.670
O (0.93, -0.31, -2.74)  -0.090
O (-1.37, 0.97, 4.31)  -0.284
O (0.97, 3.07, -1.98)  0.064
O (-2.14, -0.70, 2.67)  -0.282
N (0.29, -0.75, 3.52)  -0.243
N (-0.80, 1.72, -2.46)  0.079
N (0.69, 2.63, 0.72)  0.111
C (-0.08, 1.97, -0.19)  -0.169
C (-0.54, -2.27, -5.49)  -0.084
C (-0.49, 1.14, 1.85)  -0.286
C (2.10, -2.88, 4.14)  -0.205
C (1.75, -1.25, -2.10)  -0.074
C (-0.57, 0.31, -4.44)  -0.136
C (0.45, 2.15, 1.96)  -0.053
C (-0.83, 1.02, 0.49)  0.001
C (-1.32, -0.01, -5.56)  -0.041
C (0.22, -0.69, -3.84)  -0.219
C (0.09, 2.30, -1.62)  -0.450
C (1.73, -1.81, 5.16)  -0.176
C (0.33, -1.28, 4.87)  -0.211
C (-0.59, 1.71, -3.89)  -0.108
C (1.97, -2.31, 2.73)  -0.178
C (0.56, -1.75, 2.52)  -0.219
C (0.22, -1.97, -4.37)  -0.020
C (-1.31, -1.29, -6.09)  -0.093
H (-0.41, -2.09, 4.99)  0.134
H (-0.18, -2.57, 2.57)  0.130
H (2.22, -0.72, -1.27)  0.094
H (0.38, 2.20, -4.05)  0.135
H (0.47, -1.27, 1.54)  0.108
H (-1.93, 0.75, -6.02)  0.111
H (0.93, 2.52, 2.84)  0.133
H (-1.37, 2.29, -4.38)  0.126
H (1.32, 3.36, 0.45)  0.168
H (-1.91, -1.52, -6.96)  0.100
H (1.76, -2.21, 6.17)  0.113
H (0.82, -2.75, -3.92)  0.102
H (1.42, -3.73, 4.25)  0.114
H (-1.54, 0.32, 0.10)  0.117
H (2.52, -1.64, -2.77)  0.098
H (2.17, -3.08, 1.98)  0.111
H (-1.46, 1.06, -2.08)  0.141
H (0.06, -0.46, 5.54)  0.114
H (2.69, -1.50, 2.60)  0.116
H (2.44, -0.98, 5.09)  0.117
H (-0.52, -3.27, -5.89)  0.104
H (1.16, -2.08, -1.70)  0.097
H (3.12, -3.23, 4.31)  0.109

=====

Record 2
The following is a quantum chemistry calculation of a molecular structure, C18H23N4OPtSe2, from the Open Molecules 2025 dataset.

Summary:
- largest force on an atom (eV Å⁻¹) = 0.8
- orbital gap (eV) = 7.589
- net charge = +1

Each line ends with the Löwdin charge.
CARTESIAN COORDINATES (ANGSTROEM)
Pt (0.11, -0.05, 0.22)  1.066
Se (-1.78, 1.06, -2.45)  0.736
Se (-2.71, -0.28, -0.84)  0.674
O (0.71, -0.44, -1.59)  -0.463
N (0.16, 1.91, -0.42)  -0.117
N (-0.55, 0.06, 2.19)  -0.124
N (-0.72, -2.10, -0.01)  -0.111
N (-0.97, -1.08, 2.77)  0.046
C (2.07, -0.30, -1.97)  -0.548
C (-1.53, -0.87, 3.97)  -0.277
C (1.09, 2.78, 0.03)  -0.140
C (-1.46, 0.49, 4.18)  0.034
C (2.50, -1.56, -2.69)  -0.051
C (-0.57, 2.48, 2.78)  -0.017
C (2.28, 0.93, -2.85)  -0.046
C (-2.08, -1.98, 4.80)  -0.003
C (-0.43, 3.48, -2.10)  -0.101
C (-0.05, -4.10, -1.12)  -0.034
C (0.52, 4.36, -1.64)  -0.027
C (-0.85, 1.04, 3.05)  -0.309
C (-0.57, 2.24, -1.50)  -0.601
C (-1.74, -2.71, -2.09)  -0.071
C (1.31, 4.00, -0.56)  -0.033
C (-0.93, -3.84, -2.15)  -0.013
C (0.03, -3.20, -0.07)  -0.116
C (-1.60, -1.87, -1.01)  -0.647
H (-0.90, -1.95, 2.26)  0.130
H (2.14, 1.85, -2.28)  0.051
H (-2.99, -2.38, 4.36)  0.090
H (2.71, -0.18, -1.07)  0.123
H (-2.45, -2.48, -2.87)  0.115
H (0.50, 2.67, 2.79)  0.078
H (2.30, -2.44, -2.07)  0.063
H (-2.31, -1.61, 5.80)  0.088
H (-0.99, -4.51, -3.00)  0.125
H (-1.03, 3.09, 3.56)  0.090
H (-1.81, 1.03, 5.05)  0.123
H (1.93, -1.66, -3.62)  0.088
H (2.08, 4.65, -0.17)  0.121
H (3.29, 0.94, -3.25)  0.086
H (0.64, 5.33, -2.11)  0.125
H (-0.98, 2.78, 1.82)  0.074
H (-1.36, -2.79, 4.90)  0.088
H (0.57, -4.98, -1.12)  0.121
H (1.57, 0.91, -3.67)  0.087
H (0.71, -3.37, 0.75)  0.123
H (3.56, -1.53, -2.93)  0.084
H (-1.07, 3.73, -2.94)  0.105
H (1.66, 2.46, 0.88)  0.113

=====

Record 3
The following is a quantum chemistry calculation of a single C18H23N5O5S molecule, from the Open Molecules 2025 dataset.

Summary:
- largest force on an atom (eV Å⁻¹) = 1.3
- orbital gap (eV) = 9.663
- SMILES = O=C(c1ccco1)N1CCN(C(=O)C2CCN(S(=O)(=O)c3cnc[nH]3)CC2)CC1

Each line ends with the Löwdin charge.
CARTESIAN COORDINATES (ANGSTROEM)
S (0.06, 1.90, -2.65)  0.685
O (-1.28, 1.58, -3.04)  -0.270
O (1.84, -0.52, 1.55)  0.065
O (-1.32, -3.94, 2.11)  0.037
O (0.33, 3.25, -2.22)  -0.295
O (-2.82, -0.72, 2.23)  0.062
N (1.89, 2.72, -4.46)  0.080
N (2.47, 1.00, -5.70)  0.063
N (0.63, 0.16, 3.30)  -0.043
N (-1.29, -1.50, 3.69)  -0.038
N (0.59, 0.74, -1.59)  -0.226
C (1.06, 0.29, 2.01)  -0.404
C (-1.41, -4.81, 1.10)  -0.096
C (2.65, 2.28, -5.48)  -0.186
C (-2.02, -1.59, 2.54)  -0.388
C (1.64, 2.01, 0.26)  -0.116
C (1.84, 1.06, -0.93)  -0.184
C (-2.01, -4.24, 0.02)  -0.040
C (-0.71, 1.18, 0.45)  -0.102
C (-1.45, -0.29, 4.46)  -0.105
C (0.57, 1.50, 1.24)  -0.211
C (-0.50, 0.81, 3.92)  -0.104
C (1.07, -1.01, 4.04)  -0.105
C (-0.41, 0.20, -0.69)  -0.181
C (-2.32, -2.92, 0.40)  0.011
C (-1.87, -2.78, 1.69)  -0.180
C (1.17, 1.65, -4.01)  -0.309
C (0.00, -2.12, 3.91)  -0.100
C (1.55, 0.59, -4.79)  -0.113
H (3.32, 2.90, -6.04)  0.118
H (-1.02, -5.79, 1.26)  0.125
H (2.49, 1.52, -1.67)  0.120
H (-1.04, 1.41, 3.19)  0.111
H (2.28, 0.12, -0.58)  0.121
H (1.80, 3.64, -4.06)  0.151
H (0.25, -2.76, 3.07)  0.118
H (-0.04, -2.73, 4.82)  0.130
H (-1.23, -0.52, 5.51)  0.126
H (1.20, -0.71, 5.09)  0.126
H (-2.49, 0.04, 4.38)  0.127
H (0.37, 2.31, 1.95)  0.139
H (-2.21, -4.70, -0.93)  0.105
H (-0.04, -0.75, -0.30)  0.128
H (1.33, 2.98, -0.12)  0.104
H (-1.49, 0.75, 1.09)  0.095
H (-2.81, -2.16, -0.18)  0.120
H (-1.10, 2.10, 0.01)  0.126
H (1.22, -0.43, -4.75)  0.110
H (2.02, -1.35, 3.63)  0.123
H (2.59, 2.12, 0.78)  0.126
H (-1.31, 0.03, -1.29)  0.114
H (-0.16, 1.45, 4.73)  0.128

=====

Record 4
The following is a quantum chemistry calculation of a molecular structure, C18H23N6O6PPd, from the Open Molecules 2025 dataset.

Summary:
- largest force on an atom (eV Å⁻¹) = 0.4
- orbital gap (eV) = 8.521
- net charge = +2

Each line ends with the Löwdin charge.
CARTESIAN COORDINATES (ANGSTROEM)
Pd (0.65, -0.27, 0.56)  1.054
P (-0.03, 0.10, -2.63)  0.480
O (-2.84, 2.03, -0.97)  -0.008
O (-1.48, -0.24, -2.75)  -0.293
O (-0.76, 1.71, -0.24)  -0.053
O (-5.76, -1.14, 0.17)  0.140
O (-5.17, 0.86, -0.62)  0.164
O (0.85, -0.45, -1.53)  -0.418
N (-0.26, -1.82, -4.45)  0.144
N (-1.31, -0.85, 0.55)  0.008
N (2.60, 0.19, 0.78)  -0.024
N (-3.21, -1.88, 0.71)  0.208
N (0.67, 0.04, 2.54)  -0.011
N (-1.18, 2.58, -3.01)  0.152
C (2.97, 0.43, 2.05)  -0.180
C (0.91, 0.75, 5.20)  0.000
C (0.66, -0.66, -4.18)  -0.160
C (1.87, 0.42, 3.03)  -0.176
C (-0.31, 0.38, 4.68)  -0.005
C (3.51, 0.18, -0.19)  -0.084
C (-0.39, 0.03, 3.34)  -0.068
C (-4.93, -0.30, -0.05)  -0.471
C (4.85, 0.42, 0.06)  -0.013
C (-2.31, 0.02, 0.17)  -0.128
C (-1.95, 1.36, -0.36)  -0.595
C (5.25, 0.66, 1.36)  -0.004
C (-3.50, -0.62, 0.25)  -0.052
C (2.02, 0.78, 4.36)  0.029
C (0.16, 1.92, -2.84)  -0.181
C (-1.89, -2.00, 0.88)  -0.327
C (4.30, 0.67, 2.37)  0.028
C (-1.20, -3.23, 1.36)  0.018
H (0.02, -2.65, -3.92)  0.172
H (-0.31, -2.08, -5.43)  0.173
H (3.13, -0.03, -1.18)  0.102
H (1.01, 1.03, 6.24)  0.132
H (-1.83, 2.46, -2.15)  0.100
H (5.56, 0.40, -0.76)  0.123
H (0.61, 2.33, -1.95)  0.098
H (4.59, 0.84, 3.39)  0.122
H (-1.70, 2.19, -3.80)  0.159
H (-0.12, -3.08, 1.33)  0.071
H (2.98, 1.09, 4.73)  0.122
H (0.56, 0.02, -5.03)  0.107
H (-1.49, -3.46, 2.38)  0.098
H (0.77, 2.16, -3.71)  0.109
H (-3.93, -2.57, 0.88)  0.189
H (1.68, -1.01, -4.11)  0.110
H (-4.33, 1.37, -0.78)  0.070
H (-1.19, -1.52, -4.09)  0.129
H (-1.20, 0.35, 5.29)  0.128
H (-1.07, 3.58, -3.16)  0.173
H (-1.34, -0.25, 2.90)  0.114
H (6.29, 0.84, 1.59)  0.130
H (-1.45, -4.08, 0.73)  0.096

=====

- orbital gap of number 3 (C18H23N5O5S)?
  9.663 eV